57
Properties=species:S:1:pos:R:3 method="wB97M-V/def2-TZVPD" lumo_ev="-11.57 / -10.63" charge=+3 homo_ev="-17.3 / -17.4" multiplicity=3
W 0.106 -0.185 -0.906
Cl -0.881 -2.095 -2.052
C -0.277 -2.045 -3.727
C -0.653 -3.048 -4.565
C -0.181 -2.982 -5.884
C 0.621 -1.940 -6.308
C 0.983 -0.930 -5.428
Cl 1.965 0.347 -5.978
C 0.537 -0.969 -4.096
S 1.026 0.269 -2.991
H -1.291 -3.860 -4.235
H -0.455 -3.764 -6.580
H 0.977 -1.896 -7.330
C 1.222 3.937 0.186
C 0.536 2.837 -0.318
N 0.994 1.590 -0.174
C 2.184 1.403 0.473
C 2.931 2.444 0.996
C 2.414 3.747 0.844
C 4.184 2.141 1.636
C 4.631 0.871 1.715
C 3.863 -0.215 1.164
C 4.266 -1.567 1.188
C 3.464 -2.535 0.631
C 2.261 -2.174 0.037
N 1.858 -0.900 0.007
C 2.649 0.067 0.569
H 0.810 4.927 0.044
H -0.394 2.964 -0.854
H 2.964 4.596 1.237
H 4.769 2.956 2.047
H 5.580 0.651 2.190
H 5.212 -1.839 1.645
H 3.753 -3.577 0.639
H 1.614 -2.913 -0.411
C -2.590 2.169 3.818
C -1.856 0.862 4.114
C -2.098 -0.233 3.076
S -1.578 0.309 1.419
O -0.975 -0.990 0.695
C -3.153 0.662 0.598
C -3.876 -0.525 -0.037
C -4.272 -1.662 0.896
H -2.405 2.899 4.603
H -3.672 2.018 3.763
H -2.260 2.631 2.879
H -2.200 0.455 5.065
H -0.782 1.034 4.223
H -3.144 -0.521 2.998
H -1.481 -1.122 3.230
H -2.910 1.428 -0.142
H -3.752 1.147 1.374
H -3.295 -0.908 -0.878
H -4.773 -0.088 -0.481
H -3.409 -2.197 1.300
H -4.877 -2.385 0.352
H -4.884 -1.300 1.726

---

17
Properties=species:S:1:pos:R:3 method="wB97M-V/def2-TZVPD" lumo_ev=0.80 homo_ev=-9.8 multiplicity=1
C 0.606 0.557 0.367
C 2.039 0.870 0.039
C 0.967 -0.661 -0.348
C -0.113 -1.532 -0.143
C -1.316 -0.475 0.039
H -2.199 1.356 0.103
H 0.698 0.156 1.425
H 2.631 1.541 0.781
H 2.163 1.408 -0.970
H 2.352 -0.906 1.046
H 0.798 -0.415 -1.383
H -0.164 -2.152 0.931
H -0.504 -2.226 -0.837
N -0.610 0.691 -0.215
N 2.376 -0.591 -0.011
O -1.434 1.889 -0.091
O -2.470 -0.891 0.187

---

30
Properties=species:S:1:pos:R:3 method="wB97M-V/def2-TZVPD" lumo_ev=0.92 homo_ev=-6.9 multiplicity=1
C 1.637 -1.125 0.333
C 1.068 -2.001 -0.686
C 0.122 1.008 -0.400
C -0.430 2.186 -0.086
C 2.043 -2.135 1.414
C 0.998 -3.289 1.304
C 0.700 -3.202 -0.197
C 0.541 -1.728 -2.091
C -0.022 3.445 -0.862
C -3.055 2.351 0.565
C -1.595 2.140 0.980
S 0.070 -0.497 0.452
H 2.402 -0.326 -0.040
H 0.850 0.931 -1.189
H 2.973 -2.484 1.091
H 2.154 -1.681 2.449
H 1.495 -4.223 1.628
H -0.092 -3.221 1.714
H 0.022 -3.959 -0.549
H -0.395 -1.274 -1.941
H 0.451 -2.710 -2.678
H 1.029 -0.896 -2.471
H 0.903 3.353 -1.441
H -0.940 3.681 -1.528
H 0.145 4.243 -0.174
H -3.510 3.024 1.337
H -3.263 2.920 -0.369
H -3.617 1.429 0.423
H -1.227 2.897 1.669
H -1.458 1.142 1.345

---

94
Properties=species:S:1:pos:R:3 method="wB97M-V/def2-TZVPD" lumo_ev=-13.36 charge=+3 homo_ev=-14.4 multiplicity=1
Mg -0.540 1.319 6.397
Mg 3.278 4.719 3.003
C 0.993 -0.975 0.999
C 0.705 0.549 0.726
C -0.541 0.694 -0.132
O 0.666 1.224 1.968
H 1.246 -1.548 0.108
H 0.208 -1.461 1.579
H 1.903 -1.015 1.597
H 1.439 1.037 0.085
H -0.609 1.727 -0.473
H -1.456 0.627 0.458
H -0.482 0.056 -1.013
C 6.912 4.142 7.972
C 7.225 4.206 6.502
O 6.180 3.501 5.837
H 6.031 4.780 8.049
H 7.569 4.699 8.640
H 6.795 3.090 8.229
H 8.182 3.754 6.238
H 7.262 5.228 6.125
H 6.327 2.561 5.970
C -5.826 -2.432 6.343
C -4.652 -2.214 5.481
O -4.283 -0.862 5.478
H -6.064 -3.494 6.404
H -6.588 -1.823 5.856
H -5.670 -2.026 7.342
H -4.839 -2.506 4.447
H -3.850 -2.861 5.837
H -4.980 -0.442 4.969
C -9.063 -0.657 -1.256
C -9.986 0.489 -1.627
O -9.480 1.702 -1.150
H -9.372 -0.897 -0.238
H -8.016 -0.352 -1.236
H -9.200 -1.491 -1.944
H -10.898 0.178 -1.116
H -10.189 0.648 -2.686
H -9.473 2.365 -1.844
C -0.208 6.111 -5.613
C 1.229 5.648 -5.288
O 1.590 6.432 -4.124
H -0.467 7.108 -5.256
H -1.001 5.435 -5.293
H -0.472 6.229 -6.663
H 1.891 5.844 -6.131
H 1.142 4.561 -5.263
H 2.543 6.377 -4.020
C 5.202 -1.220 -5.003
C 4.597 -2.555 -5.127
O 5.206 -3.388 -4.197
H 4.757 -0.403 -5.571
H 6.254 -1.259 -5.288
H 5.174 -0.908 -3.959
H 4.839 -2.818 -6.157
H 3.508 -2.550 -5.088
H 6.128 -3.488 -4.445
C 1.032 -8.975 -5.227
C 1.002 -8.534 -3.741
O 2.292 -8.671 -3.195
H 0.044 -9.019 -5.687
H 1.133 -10.061 -5.236
H 1.818 -8.632 -5.899
H 0.412 -9.261 -3.182
H 0.599 -7.522 -3.696
H 2.690 -7.800 -3.259
C -5.014 -1.353 -6.686
C -4.176 -2.236 -5.773
O -4.628 -3.585 -6.107
H -4.910 -1.585 -7.746
H -4.696 -0.311 -6.729
H -6.068 -1.327 -6.411
H -4.286 -2.012 -4.712
H -3.115 -2.161 -6.013
H -4.559 -3.605 -7.064
C 7.244 -5.075 7.079
C 6.185 -4.562 6.098
O 6.057 -3.144 6.149
H 6.922 -4.771 8.075
H 8.184 -4.615 6.775
H 7.371 -6.152 6.970
H 5.306 -5.206 6.146
H 6.509 -4.722 5.070
H 5.280 -3.022 6.700
C -2.321 9.275 1.331
C -1.988 7.806 1.594
O -0.597 7.639 1.193
H -2.064 9.609 0.326
H -1.616 9.896 1.883
H -3.343 9.569 1.571
H -2.738 7.222 1.061
H -2.199 7.715 2.660
H -0.540 7.792 0.247